Entry 1:
Here is a structure of composition C16H44N4O4Zn in a non-equilibrium geometry from the Open Molecules 2025 dataset. Energies are from ωB97M-V/def2-TZVPD.

```
69
Properties=species:S:1:pos:R:3:forces:R:3
Zn 0.150423 0.559560 -0.318700 -0.2 -0.7 -0.3
C 1.721712 -1.099836 -4.131796 0.1 0.4 0.1
C 1.009402 -1.274755 -2.801471 0.1 0.4 0.4
C 1.148338 -2.704101 -2.343236 0.2 -0.2 -0.2
O 0.398218 -2.915701 -1.160557 0.5 0.0 -0.1
C 0.815573 -4.071600 -0.457820 -0.1 -0.5 -0.2
N 1.555136 -0.360190 -1.710192 -0.1 -0.6 -0.8
H 1.132306 -1.533796 -4.936126 0.1 -0.1 -0.1
H 2.717355 -1.546176 -4.110604 -0.1 -0.1 0.0
H 1.865205 -0.040264 -4.365742 -0.1 -0.1 0.0
H -0.058677 -1.060600 -2.905157 0.1 0.1 -0.1
H 2.220960 -2.914305 -2.179264 -0.2 0.0 0.2
H 0.830990 -3.378151 -3.150256 -0.1 0.0 0.2
H 0.674373 -4.965462 -1.075499 0.0 0.0 0.1
H 0.186777 -4.162028 0.422782 0.1 0.0 0.1
H 1.870069 -4.002175 -0.178578 0.0 0.0 0.1
H 2.073236 0.392548 -2.161556 0.0 0.0 0.1
H 2.266750 -0.916204 -1.235735 0.0 0.2 0.1
C 2.752289 0.429911 3.155313 0.5 -0.1 -0.2
C 1.833631 0.966728 2.054997 0.0 -0.7 0.3
C 2.640405 1.725548 1.012528 0.3 -0.2 1.0
O 1.825022 2.184551 -0.048343 0.0 -0.1 0.1
C 2.353084 3.378207 -0.610421 -0.5 0.5 -0.8
N 1.125329 -0.160642 1.336078 1.6 0.4 0.7
H 2.181159 -0.031364 3.959344 0.0 -0.1 0.0
H 3.396042 1.188586 3.607748 -0.3 0.2 -0.1
H 3.469356 -0.303335 2.757060 -0.3 -0.1 0.0
H 1.097042 1.601239 2.549077 -0.1 0.1 -0.4
H 3.443017 1.055394 0.664569 -0.1 0.1 -0.3
H 3.134308 2.559807 1.516140 -0.1 0.1 -0.1
H 2.261336 4.217478 0.082998 0.3 -0.2 0.2
H 1.748984 3.661034 -1.479958 0.0 -0.3 0.1
H 3.373725 3.232985 -0.963432 0.1 0.1 0.2
H 1.901450 -0.805910 1.139039 -0.3 0.2 -0.5
H 0.551632 -0.782371 1.930836 -0.2 0.9 -0.2
C -3.809835 -1.657380 0.184486 0.7 -0.3 0.3
C -2.389660 -1.242525 0.657839 -1.1 0.5 0.1
C -1.846885 -2.285402 1.591306 0.7 -0.1 0.2
O -0.641861 -1.798667 2.206265 -0.9 -0.9 0.1
C -0.258449 -2.599284 3.313504 0.1 0.1 0.6
N -1.432550 -0.974224 -0.467015 -0.8 -1.1 0.2
H -3.910696 -2.742863 0.108804 0.1 0.0 -0.3
H -4.046978 -1.207098 -0.777740 -0.2 0.0 0.0
H -4.536865 -1.346285 0.931794 -0.1 0.1 -0.1
H -2.555766 -0.345800 1.256017 0.4 0.2 -0.2
H -1.601713 -3.208501 1.039750 -0.2 0.1 0.2
H -2.566045 -2.513991 2.383351 -0.1 0.0 -0.1
H -1.024066 -2.560888 4.096283 0.0 -0.1 -0.1
H 0.647426 -2.162618 3.736750 0.0 0.0 -0.1
H -0.047778 -3.636607 3.044266 -0.1 0.0 -0.1
H -0.997515 -1.901903 -0.601125 0.5 0.6 -0.2
H -2.022954 -0.943555 -1.301769 0.2 0.4 0.1
C -2.162126 3.861284 -2.009106 0.1 0.4 -0.6
C -1.260409 3.063655 -1.092628 -0.3 -0.6 -0.2
C -2.032431 2.597137 0.117698 -0.6 -0.1 0.7
O -1.217404 1.730018 0.925486 -0.3 0.4 -0.7
C -1.601445 1.757448 2.283663 0.3 -0.1 0.8
N -0.726257 1.828001 -1.791086 0.0 0.8 1.1
H -2.792027 3.219388 -2.629441 -0.1 -0.1 0.2
H -1.575446 4.456519 -2.713195 0.0 0.0 0.1
H -2.808583 4.551992 -1.466865 0.1 0.0 0.1
H -0.428833 3.665335 -0.733042 0.2 -0.1 -0.1
H -2.990791 2.110091 -0.141306 0.4 -0.3 -0.2
H -2.367909 3.436046 0.738918 0.4 0.2 -0.2
H -1.350601 2.724685 2.729964 -0.2 0.0 -0.1
H -1.030610 1.000843 2.822036 -0.1 -0.1 -0.2
H -2.661059 1.534397 2.411473 -0.1 0.1 -0.1
H -0.078788 2.093868 -2.524986 -0.2 0.0 -0.2
H -1.539076 1.372297 -2.194428 0.2 0.0 -0.3
```
Forces are in eV/Å.

* HOMO energy: -15.88 eV
* M: 421.9 g/mol
* DFT total energy: -79861.73939 eV
* net charge: +2
* LUMO energy: -4.83 eV

Entry 2:
Here is an isolated molecule of C4H7NO from the Open Molecules 2025 dataset. Energies are from ωB97M-V/def2-TZVPD.

```
13
Properties=species:S:1:pos:R:3:forces:R:3
O 2.047788 0.685933 0.135399 0.0 0.1 0.3
C 0.897126 0.219989 -0.504658 -0.2 0.0 -0.2
C 0.282155 -1.179767 -0.164311 0.1 -0.2 0.0
C -1.067155 -0.481245 -0.041384 -0.2 -0.3 -0.1
N -0.909325 0.382207 1.132846 0.0 0.1 0.1
C -0.451043 0.860301 -0.195132 0.0 0.3 -0.2
H 1.781960 0.958036 1.023210 0.1 -0.1 0.0
H 1.096062 0.264803 -1.580885 -0.1 0.1 0.2
H 0.622668 -1.587914 0.790714 -0.1 0.0 -0.1
H 0.375722 -1.922655 -0.958588 0.0 0.1 0.1
H -2.038761 -0.825807 -0.379243 0.2 0.1 0.1
H -1.814674 0.818251 1.312733 0.2 0.1 0.0
H -0.822523 1.807870 -0.570698 -0.1 -0.2 -0.1
```
Forces are in eV/Å.

* HOMO energy: -9.32 eV
* M: 85.1 g/mol
* SMILES string: O[C@H]1C[C@H]2N[C@@H]12
* DFT total energy: -7796.93929 eV
* net charge: 0
* LUMO energy: 1.04 eV

Entry 3:
Here is a cluster of 6 separate species, C57H53Br2ClF3N5O15 in total in a non-equilibrium geometry from the Open Molecules 2025 dataset. Energies are from ωB97M-V/def2-TZVPD.

```
136
Properties=species:S:1:pos:R:3:forces:R:3
C 4.084020 -1.650227 2.962294 0.2 0.5 0.4
C 5.397621 -1.972355 2.161346 -0.4 0.5 0.2
C 5.243250 -3.023377 1.029089 0.2 0.6 0.5
O 5.630829 -4.120332 1.240824 0.2 -1.5 0.3
O 4.736673 -2.770446 -0.245761 0.1 1.5 0.2
C 5.834696 -2.239959 -1.017116 0.9 0.1 -0.5
C 5.505484 -1.592556 -2.406769 -1.0 -0.5 1.0
C 4.825591 -0.191352 -2.415147 0.1 0.2 -0.3
C 4.996178 0.587391 -3.506997 0.3 0.1 -0.5
C 5.817928 0.161275 -4.758234 -0.5 0.9 0.3
C 7.037325 1.110045 -5.089261 -0.6 -0.6 -1.7
C 6.967935 1.429056 -6.642624 0.2 -0.8 0.2
Br 8.693149 0.003660 -4.870819 -0.3 0.5 0.3
C 4.337684 1.988127 -3.619778 -1.7 -2.4 1.9
O 4.869364 2.929368 -4.109424 0.9 1.1 -1.2
C 2.923997 2.078881 -3.000113 -0.8 -0.8 1.2
C 2.702629 1.237811 -1.811219 -0.8 0.9 -1.0
C 1.406215 1.199506 -1.166558 1.0 1.2 -1.8
C 0.339930 2.016063 -1.735568 0.8 0.4 -0.3
C -1.097937 1.984298 -1.124686 1.2 -1.0 0.0
Br -2.196903 1.050987 -2.532809 -0.3 0.5 0.1
C -1.227619 1.100982 0.158884 -0.8 -0.5 -0.3
C -1.198570 -0.451828 -0.137695 0.9 -0.2 0.4
C 0.577215 2.883881 -2.890362 0.9 -0.9 0.1
C -0.521008 3.785211 -3.521676 0.9 0.8 0.8
C -0.246197 5.270194 -3.006982 -1.8 -0.5 0.7
C -0.875662 6.341722 -3.904707 -0.4 -0.3 0.8
F -0.932000 7.634994 -3.383462 1.9 -0.7 -1.0
C -1.421520 6.157459 -5.158618 0.7 0.2 1.3
F -0.793667 6.619722 -6.264513 -2.4 0.4 0.5
F -2.628562 5.536697 -5.244337 2.1 -0.6 -1.4
C 1.885238 2.925035 -3.540348 -0.1 -1.2 1.4
C 2.220441 3.813246 -4.762910 0.5 -0.5 1.4
C 2.925173 5.172624 -4.373757 -0.5 -1.6 0.0
O 3.053360 5.998599 -5.182995 0.2 1.4 -1.3
Cl 3.589397 5.503238 -2.736118 -0.4 -0.5 -0.1
C 3.921149 0.393348 -1.276596 -0.8 0.4 -3.3
O 4.133459 0.268412 -0.123955 0.3 -0.4 1.8
H 3.429646 -2.531393 3.132769 0.6 0.5 -0.3
H 3.461142 -0.822311 2.551258 0.5 -0.7 -0.1
H 4.410726 -1.302784 3.976394 -0.4 -0.4 -0.9
H 6.103684 -2.412359 2.910272 -0.6 0.1 -0.9
H 5.878928 -1.030759 1.809320 -0.6 -0.6 0.0
H 6.380188 -1.476481 -0.413341 -0.3 -0.5 -0.3
H 6.506359 -3.123436 -1.198462 -0.3 0.9 0.0
H 6.481107 -1.573191 -2.956259 -0.9 0.1 0.6
H 4.800617 -2.282474 -2.947100 0.7 0.5 0.3
H 6.186187 -0.882779 -4.725784 -0.5 0.8 0.1
H 5.101415 0.210419 -5.623725 0.6 0.0 0.7
H 7.100575 2.021239 -4.465573 0.1 -0.8 -0.3
H 7.990084 1.548388 -7.076024 -0.9 0.4 0.4
H 6.539221 0.526522 -7.158167 0.4 0.7 0.5
H 6.281157 2.272426 -6.878185 0.6 -0.4 0.3
H 1.304404 0.538494 -0.281686 -0.2 0.7 -0.7
H -1.546624 2.993601 -1.027814 0.4 -0.7 0.0
H -2.238868 1.303661 0.589189 0.9 0.0 -0.1
H -0.456560 1.365847 0.916241 -0.5 0.1 -0.6
H -2.210562 -0.865638 -0.318491 1.2 0.5 -0.1
H -0.523457 -0.714901 -0.996111 -0.7 0.3 0.6
H -0.774703 -1.018632 0.736615 -0.5 0.7 -0.6
H -1.552731 3.535290 -3.201153 0.8 -0.1 -0.6
H -0.381490 3.725431 -4.627818 -0.6 0.0 0.8
H -0.689280 5.294485 -1.972014 0.6 0.2 -0.7
H 0.856531 5.420312 -2.866172 -1.0 0.3 -0.4
H 1.359806 4.047497 -5.423849 0.6 0.0 0.6
H 2.976234 3.263855 -5.373141 -0.6 0.6 0.4
O -3.731737 -2.167974 -0.012079 -0.3 -0.3 0.0
N -4.347618 -1.228416 0.449829 -0.2 -0.2 -0.1
O -3.933021 -0.501427 1.322957 0.1 0.2 0.3
C -5.680259 -0.955176 -0.091814 -0.5 0.1 -0.2
C -6.200988 -1.786719 -1.069042 0.0 -0.3 -0.2
C -7.472982 -1.539569 -1.563646 0.0 0.1 0.1
C -8.208505 -0.465547 -1.082805 -0.1 0.0 0.0
C -7.672702 0.368425 -0.110212 0.0 -0.1 -0.1
C -6.403503 0.124446 0.389482 0.0 0.2 0.2
H -5.635232 -2.626245 -1.449825 0.1 0.1 0.1
H -7.892801 -2.187009 -2.323047 0.1 0.0 0.0
H -9.204265 -0.277562 -1.466798 0.1 0.0 0.0
H -8.247845 1.207393 0.260726 0.1 0.0 0.0
H -5.995546 0.777881 1.149480 0.1 -0.2 0.0
O 4.073239 -4.099349 5.702507 0.3 -0.2 0.0
N 2.978404 -3.580973 5.713565 0.3 0.3 0.0
O 2.804443 -2.388993 5.542121 -0.6 -0.2 0.3
C 1.835331 -4.465492 5.969021 -0.6 -0.2 0.1
C 2.092580 -5.809532 6.199325 0.3 -0.1 0.0
C 1.046252 -6.667574 6.475481 0.0 -0.1 0.0
C -0.249673 -6.186381 6.519141 -0.2 0.1 0.0
C -0.509980 -4.844837 6.279097 0.2 0.0 -0.1
C 0.537261 -3.969174 5.999292 0.0 0.0 0.0
H 3.101973 -6.196811 6.171070 0.0 0.2 0.0
H 1.242067 -7.715904 6.662778 0.0 0.0 0.0
H -1.067567 -6.861770 6.743873 0.0 0.0 0.0
H -1.528747 -4.484462 6.315172 0.3 0.1 -0.1
H 0.327778 -2.923389 5.818435 0.2 0.0 0.0
O 2.132774 -1.487880 -4.514371 0.1 0.2 0.2
N 1.702752 -2.315340 -5.289843 0.0 -0.1 0.0
O 2.394549 -3.033813 -5.978088 0.1 -0.1 -0.1
C 0.247677 -2.452135 -5.406439 -0.6 -0.1 -0.1
C -0.575808 -1.622319 -4.662728 0.0 0.3 0.2
C -1.951047 -1.736950 -4.792296 -0.1 -0.1 -0.1
C -2.492349 -2.678396 -5.656356 0.0 0.0 0.0
C -1.658990 -3.513185 -6.390219 0.0 0.1 0.1
C -0.282242 -3.401538 -6.267333 0.1 -0.2 -0.2
H -0.165119 -0.883996 -3.985303 0.1 -0.1 -0.1
H -2.602984 -1.087436 -4.218697 0.1 -0.1 0.0
H -3.567857 -2.761881 -5.759687 0.0 0.0 0.0
H -2.083822 -4.248728 -7.061360 0.1 0.0 0.0
H 0.358436 -4.053687 -6.845242 0.1 0.1 0.1
O -3.123710 -3.828508 7.327142 -0.1 0.3 0.2
N -3.917677 -4.735564 7.187816 -0.1 0.0 0.1
O -4.186001 -5.257260 6.129109 0.0 -0.1 -0.3
C -4.599789 -5.232706 8.383044 -0.3 -0.2 0.5
C -4.345824 -4.637997 9.609385 0.2 0.2 0.1
C -5.011313 -5.095890 10.735515 -0.1 -0.1 -0.1
C -5.917863 -6.142176 10.629632 0.0 0.0 0.0
C -6.157617 -6.737741 9.398491 0.1 0.1 0.1
C -5.497544 -6.282836 8.267943 -0.1 -0.2 -0.2
H -3.641394 -3.822401 9.701736 0.0 0.0 -0.2
H -4.825904 -4.635073 11.697250 0.0 0.0 -0.1
H -6.440820 -6.494538 11.510699 0.0 0.0 0.0
H -6.862927 -7.555138 9.320439 0.0 0.0 0.0
H -5.693139 -6.750972 7.312474 0.1 0.2 0.0
O -2.153994 4.564407 1.838126 -0.2 -0.2 0.0
N -1.413589 5.427196 1.416551 0.0 0.0 0.0
O -0.294453 5.225317 0.998195 0.3 -0.1 -0.2
C -1.902844 6.807196 1.415286 -0.2 0.6 0.0
C -3.164314 7.083799 1.919548 -0.2 -0.1 0.1
C -3.614486 8.394237 1.937997 0.1 0.1 -0.1
C -2.807022 9.413458 1.450867 0.0 0.1 0.0
C -1.549541 9.124836 0.938638 -0.1 0.0 0.1
C -1.092105 7.816759 0.919867 0.3 0.0 -0.1
H -3.800321 6.296716 2.301105 0.2 -0.1 0.0
H -4.595112 8.623077 2.335281 0.0 -0.1 0.0
H -3.159317 10.437857 1.471487 0.0 0.0 0.0
H -0.924173 9.921536 0.557029 0.0 -0.1 0.0
H -0.109558 7.602111 0.521515 -0.1 -0.2 0.1
```
Forces are in eV/Å.

* HOMO energy: -8.30 eV
* M: 1300.3 g/mol
* SMILES string: CCC(=O)OCCC1=C(C[C@H](C)Br)C(=O)c2c(cc([C@@H](Br)CC)c(CCC(F)=C(F)F)c2CC(=O)Cl)C1=O.O=[N+]([O-])c1ccccc1.O=[N+]([O-])c1ccccc1.O=[N+]([O-])c1ccccc1.O=[N+]([O-])c1ccccc1.O=[N+]([O-])c1ccccc1
* DFT total energy: -258872.16190 eV
* net charge: 0
* LUMO energy: -0.80 eV

Entry 4:
Here is an isolated molecule of C4H9NO2 in a non-equilibrium geometry from the Open Molecules 2025 dataset. Energies are from ωB97M-V/def2-TZVPD.

```
16
Properties=species:S:1:pos:R:3:forces:R:3
C -1.234913 1.299904 -0.263191 -0.5 -0.6 -1.5
C -0.199173 0.385545 0.346895 -0.3 -0.2 0.0
C -0.910897 -0.966602 0.161988 -0.5 0.4 -1.4
O -0.421809 -1.984428 0.961573 0.0 -0.3 -1.0
N 1.083298 0.469929 -0.356805 0.1 -0.1 0.0
C 2.124011 -0.355460 -0.137115 0.0 -0.3 0.3
O 2.112544 -1.338443 0.600892 0.1 0.6 -0.4
H -0.893226 2.089533 -0.921807 0.6 0.4 0.2
H -1.822242 1.769845 0.562563 -0.3 -0.8 -1.1
H -1.676056 0.529709 -1.116332 -0.3 2.5 2.2
H -0.020154 0.546568 1.421286 -0.1 0.1 -0.3
H -1.971223 -0.885728 0.406092 0.1 0.3 0.3
H -1.128093 -0.864017 -1.145224 1.5 -1.8 2.8
H 0.557452 -1.900779 1.021029 -0.3 -0.1 -0.3
H 1.249944 1.288864 -0.923914 0.0 -0.2 0.0
H 3.033476 -0.082384 -0.692441 -0.1 0.1 0.0
```
Forces are in eV/Å.

* HOMO energy: -9.77 eV
* M: 103.1 g/mol
* SMILES string: C[C@@H](CO)NC=O
* DFT total energy: -9877.44375 eV
* net charge: 0
* LUMO energy: 0.73 eV

Entry 5:
Here is a cluster of 8 separate species, C8H28N4O12 in total in a non-equilibrium geometry from the Open Molecules 2025 dataset. Energies are from ωB97M-V/def2-TZVPD.

```
52
Properties=species:S:1:pos:R:3:forces:R:3
C 11.470110 8.920215 12.951365 -1.0 1.9 1.4
N 10.298747 8.485821 12.152158 -0.2 -1.2 0.0
O 10.514898 8.415658 10.953610 -0.6 0.3 0.1
O 9.267168 8.090606 12.704615 1.6 1.0 -0.6
H 11.788440 8.121734 13.558410 0.3 -1.3 0.5
H 11.151417 9.714047 13.656482 -0.2 -0.5 -0.4
H 12.271427 9.335112 12.380972 0.1 -0.1 -0.9
C 12.048037 10.477056 8.799146 0.8 -0.2 -0.4
N 11.660394 11.554053 9.745286 -1.3 -1.1 -1.2
O 12.146340 11.521112 10.845253 0.3 0.5 0.7
O 10.795320 12.302305 9.337094 0.2 0.6 0.5
H 12.255561 9.602651 9.411925 -0.2 -0.1 -0.2
H 12.983791 10.812096 8.349313 0.0 0.0 0.0
H 11.309736 10.322781 7.999587 0.1 0.1 0.7
C 10.140155 6.623476 8.618630 1.1 0.8 0.6
N 10.427143 5.908968 9.896099 -0.3 -2.0 -0.6
O 11.609216 5.660773 10.072721 -0.3 0.4 0.4
O 9.511360 5.438894 10.560381 0.6 0.9 -0.3
H 10.613266 6.042683 7.812413 -0.5 0.2 0.4
H 10.659612 7.569689 8.769385 0.1 -0.1 -0.5
H 9.109249 6.873227 8.519048 -0.7 -0.4 -0.1
C 6.311899 7.058554 11.427542 -1.7 0.3 1.0
N 5.332643 7.010277 12.670642 2.6 -0.6 -3.1
O 4.870088 5.924033 12.840124 -1.2 -1.2 0.9
O 5.200857 7.985824 13.327427 -0.5 1.6 1.2
H 6.102579 8.015186 10.918997 -0.2 -0.8 -0.2
H 6.102556 6.086185 10.950120 0.3 0.9 -0.2
H 7.295924 7.124203 11.837464 0.6 -0.2 0.3
C 7.628212 13.514854 7.778355 1.2 1.6 -1.6
O 6.887247 12.472447 7.134800 -0.1 0.2 1.3
H 7.928123 14.276180 6.972375 -0.4 -1.3 0.8
H 7.091920 14.160402 8.479978 -0.4 -0.6 0.2
H 8.590147 13.195388 8.225315 -0.6 -0.2 0.0
H 6.421143 11.987313 7.844473 0.2 0.1 -0.5
C 4.612597 13.582593 10.445489 0.1 -0.2 -1.4
O 5.844026 12.920633 10.700053 -0.3 0.1 0.4
H 3.789529 13.276900 11.050548 -0.4 -0.4 1.0
H 4.696509 14.667425 10.512142 0.1 0.0 -0.3
H 4.338941 13.230440 9.449252 0.0 0.6 -0.2
H 6.075175 13.168428 11.590729 0.5 -0.1 0.5
C 7.318343 10.037191 9.876475 -0.3 0.0 0.0
O 5.916903 10.224191 9.701794 0.2 -0.5 -0.7
H 7.583373 9.150870 9.281044 0.3 0.5 0.1
H 7.871984 10.955052 9.603078 0.0 -0.6 -0.1
H 7.485977 9.812599 10.927834 0.5 -0.1 0.1
H 5.675800 10.864172 10.359321 -0.4 0.8 0.4
C 9.160458 9.982541 6.130375 -0.2 0.2 -0.7
O 9.863206 8.911588 6.758867 -0.3 -0.4 -0.2
H 9.927392 10.654664 5.671231 -1.0 -0.1 0.3
H 8.401763 9.657895 5.381581 0.9 -0.1 0.1
H 8.517364 10.448146 6.869021 0.5 0.5 0.3
H 10.006889 8.234175 6.091617 0.1 0.0 0.1
```
Forces are in eV/Å.

* HOMO energy: -10.33 eV
* M: 372.3 g/mol
* SMILES string: C[N+](=O)[O-].C[N+](=O)[O-].C[N+](=O)[O-].C[N+](=O)[O-].CO.CO.CO.CO
* DFT total energy: -39266.90870 eV
* net charge: 0
* LUMO energy: -0.35 eV